Entry 1:
{
  "formula": "C25H26F6IrN5O5S4Si",
  "method": "ωB97M-V/def2-TZVPD",
  "charge": 1,
  "fmax_ev_per_a": 2.05,
  "homo_ha": [-0.4078, -0.4065],
  "relative_energy_kcal_mol": 14.2,
  "multiplicity": 2,
  "species": ["Ir", "C", "S", "C", "S", "N", "N", "C", "C", "C", "C", "C", "C", "N", "H", "H", "H", "H", "H", "H", "H", "H", "C", "Si", "C", "C", "N", "C", "C", "C", "C", "C", "C", "O", "C", "C", "C", "C", "C", "C", "H", "H", "H", "H", "H", "H", "H", "H", "H", "H", "H", "H", "H", "H", "H", "H", "H", "H", "F", "C", "F", "F", "S", "O", "O", "N", "S", "O", "O", "C", "F", "F", "F"],
  "coordinates": [[-0.2554, -0.3300, 0.0788], [2.7542, -0.7346, 4.3287], [1.9276, 0.8447, 4.0697], [1.0429, 0.5698, 2.6116], [1.2348, -0.8979, 1.7326], [0.2576, 1.5656, 2.2676], [-0.4420, 1.3046, 1.1377], [-1.4166, 2.0757, 0.7981], [-2.0928, 1.8245, -0.4697], [-3.1221, 2.6355, -0.9116], [-3.6719, 2.3986, -2.1632], [-3.1613, 1.3716, -2.9365], [-2.1393, 0.5890, -2.4213], [-1.6244, 0.7930, -1.2146], [3.2387, -0.6396, 5.2987], [3.5078, -0.9220, 3.5674], [2.0302, -1.5458, 4.3657], [-1.6772, 2.9063, 1.4417], [-3.4815, 3.4365, -0.2808], [-4.4823, 3.0139, -2.5293], [-3.5454, 1.1619, -3.9242], [-1.7359, -0.2343, -2.9973], [3.7661, 1.3182, -2.3842], [2.5381, 1.3934, -0.9715], [1.6514, 3.0273, -0.9398], [3.5503, 1.0958, 0.5558], [1.1824, 0.1367, -1.2149], [0.9414, -0.4695, -2.4121], [1.3515, 0.0333, -3.6698], [1.1328, -0.6822, -4.8211], [0.5129, -1.9336, -4.7652], [0.0335, -2.4369, -3.5640], [0.2044, -1.6902, -2.4183], [-0.3244, -2.0450, -1.1996], [-1.1653, -3.1980, -1.1099], [-2.5213, -3.0457, -1.2977], [-3.3132, -4.1823, -1.2127], [-2.7367, -5.4179, -0.9519], [-1.3654, -5.5313, -0.7707], [-0.5572, -4.4062, -0.8494], [4.7051, 1.7024, -1.9794], [3.5146, 1.9431, -3.2405], [3.9644, 0.3056, -2.7396], [2.3996, 3.8194, -0.8487], [0.9779, 3.1236, -0.0892], [1.0912, 3.2066, -1.8605], [4.5153, 1.5691, 0.3559], [3.7304, 0.0421, 0.7591], [3.1347, 1.5572, 1.4496], [1.7955, 1.0124, -3.7227], [1.4395, -0.2719, -5.7730], [0.3778, -2.5118, -5.6690], [-0.4844, -3.3845, -3.5248], [-2.9522, -2.0691, -1.4652], [-4.3841, -4.0961, -1.3352], [-3.3624, -6.2959, -0.8722], [-0.9228, -6.4905, -0.5413], [0.5112, -4.4589, -0.6821], [-5.1227, -1.2698, 1.5600], [-4.2525, -0.7626, 2.4254], [-4.2609, 0.5718, 2.3098], [-4.5975, -1.0934, 3.6533], [-2.5474, -1.3528, 2.0546], [-2.3695, -0.8351, 0.6723], [-1.6719, -0.7506, 3.0169], [-2.7416, -2.8756, 2.0736], [-1.6553, -3.9403, 2.5669], [-2.1562, -5.2422, 2.2789], [-0.3313, -3.5772, 2.1552], [-1.6525, -3.7897, 4.4372], [-2.6531, -3.0220, 4.8603], [-1.7797, -4.9967, 4.9690], [-0.5036, -3.2588, 4.8451]]
}

---

Entry 2:
{
  "formula": "C28H29Cl2N3O5OsS4",
  "method": "ωB97M-V/def2-TZVPD",
  "charge": 2,
  "fmax_ev_per_a": 0.86,
  "homo_ha": -0.5160,
  "relative_energy_kcal_mol": 0.0,
  "species": ["Os", "Cl", "C", "C", "C", "C", "C", "Cl", "C", "S", "H", "H", "H", "O", "S", "C", "C", "C", "C", "H", "H", "H", "H", "H", "H", "H", "H", "O", "C", "N", "S", "O", "O", "C", "C", "C", "C", "C", "C", "H", "H", "H", "H", "C", "C", "C", "N", "C", "S", "N", "C", "O", "C", "C", "C", "C", "C", "C", "H", "H", "H", "H", "H", "H", "H", "H", "H", "H", "H", "H", "H", "H"],
  "coordinates": [[-1.6348, -0.6259, 1.0962], [-3.7259, -1.6348, 0.5104], [-4.2747, -2.2534, 2.0715], [-5.3729, -3.0812, 2.0906], [-5.7894, -3.5611, 3.3265], [-5.1153, -3.2215, 4.4890], [-4.0149, -2.3820, 4.4340], [-3.1903, -1.9714, 5.8880], [-3.5738, -1.8701, 3.2091], [-2.2140, -0.7504, 3.1508], [-5.8911, -3.3437, 1.1790], [-6.6519, -4.2110, 3.3801], [-5.4373, -3.6064, 5.4464], [0.0311, 0.3989, 1.8162], [1.5353, 0.0581, 1.5247], [2.4007, 1.1427, 2.6857], [3.0985, 0.2664, 3.7362], [3.2121, -1.1536, 3.1708], [1.8934, -1.4426, 2.4626], [1.6321, 1.8025, 3.0862], [3.0923, 1.7307, 2.0858], [2.5262, 0.2631, 4.6632], [4.0829, 0.6724, 3.9597], [3.3857, -1.8882, 3.9555], [4.0449, -1.2243, 2.4685], [1.0619, -1.5519, 3.1628], [1.9244, -2.2880, 1.7764], [-1.1601, -2.6812, 1.0982], [-0.5237, -2.6466, -0.0052], [-0.4630, -1.4355, -0.5293], [0.5618, -1.3696, -1.8505], [-0.1872, -0.8037, -2.9332], [1.8037, -0.7589, -1.4837], [0.7442, -3.1337, -1.8928], [1.4742, -3.8788, -2.7905], [1.5666, -5.2471, -2.5404], [0.9627, -5.8271, -1.4300], [0.2390, -5.0593, -0.5237], [0.1386, -3.7038, -0.7740], [1.9488, -3.4307, -3.6527], [2.1262, -5.8698, -3.2251], [1.0614, -6.8917, -1.2692], [-0.2354, -5.5022, 0.3415], [-2.0298, 5.8210, -0.5897], [-0.5895, 5.3791, -0.8203], [-0.0394, 4.4882, 0.2903], [-0.8311, 3.2456, 0.4216], [-0.9054, 2.1863, -0.3338], [-2.3273, 1.1355, -0.0265], [-0.1393, 1.8942, -1.3927], [1.2669, 2.1820, -1.5672], [1.9425, 2.3875, -0.5901], [1.7326, 2.1234, -2.9545], [3.1003, 1.9407, -3.1650], [3.5891, 1.8770, -4.4552], [2.7182, 2.0024, -5.5323], [1.3586, 2.1944, -5.3256], [0.8608, 2.2521, -4.0357], [-2.3456, 6.5261, -1.3562], [-2.1375, 6.3177, 0.3767], [-2.7265, 4.9803, -0.6210], [0.0681, 6.2483, -0.8730], [-0.4979, 4.8614, -1.7796], [-0.1200, 4.9786, 1.2595], [0.9991, 4.2334, 0.1221], [-1.5446, 3.2717, 1.1378], [-0.4993, 1.1793, -2.0226], [3.7593, 1.8413, -2.3132], [4.6472, 1.7349, -4.6267], [3.1041, 1.9551, -6.5420], [0.6902, 2.3039, -6.1682], [-0.1972, 2.4249, -3.8823]]
}

---

Entry 3:
{
  "formula": "C28H35As2MnN5S3",
  "method": "ωB97M-V/def2-TZVPD",
  "charge": 0,
  "fmax_ev_per_a": 3.93,
  "homo_ha": [-0.2515, -0.2542],
  "multiplicity": 2,
  "species": ["Mn", "S", "C", "S", "C", "C", "N", "C", "N", "N", "C", "C", "N", "H", "H", "H", "H", "H", "H", "H", "H", "C", "As", "C", "C", "C", "C", "C", "C", "C", "As", "C", "C", "H", "H", "H", "H", "H", "H", "H", "H", "H", "H", "H", "H", "H", "H", "H", "H", "N", "S", "C", "C", "C", "C", "C", "C", "C", "C", "C", "C", "C", "C", "H", "H", "H", "H", "H", "H", "H", "H", "H", "H", "H"],
  "coordinates": [[-0.2227, 0.3483, -0.5311], [1.8062, -1.4865, 0.2091], [1.5497, -1.9455, -1.4226], [0.6661, -0.7955, -2.3793], [1.9438, -3.1671, -1.9327], [1.6512, -3.5464, -3.2734], [1.4158, -3.8545, -4.3588], [2.6038, -4.1188, -1.1066], [3.1006, -4.9016, -0.4195], [-2.0547, 0.6198, -1.7412], [-2.1231, 1.9597, -2.3305], [-0.7293, 2.3083, -2.8164], [0.1889, 2.2113, -1.6673], [-1.8821, -0.0752, -2.4656], [-2.9083, 0.3703, -1.2562], [-2.4142, 2.6556, -1.5395], [-2.8540, 2.0379, -3.1386], [-0.7069, 3.2948, -3.2839], [-0.4044, 1.5752, -3.5577], [0.1124, 3.0507, -1.0976], [1.1482, 2.1527, -1.9964], [2.3633, 0.9059, 2.6234], [1.5165, 1.4911, 0.9649], [3.1312, 1.7281, -0.1086], [1.0540, 3.3359, 1.4830], [1.9913, 4.3531, 1.6432], [1.6011, 5.6395, 1.9851], [0.2565, 5.9200, 2.1733], [-0.6871, 4.9125, 2.0356], [-0.3028, 3.6164, 1.6958], [-1.6264, 2.1777, 1.4956], [-3.1935, 3.0510, 2.3118], [-1.2103, 1.1228, 3.0996], [3.2235, 1.5393, 2.8367], [2.6917, -0.1247, 2.4944], [1.6620, 0.9702, 3.4512], [3.5343, 2.7367, -0.0422], [2.9241, 1.4684, -1.1468], [3.8656, 1.0135, 0.2565], [3.0450, 4.1441, 1.5024], [2.3431, 6.4185, 2.1049], [-0.0600, 6.9219, 2.4343], [-1.7302, 5.1481, 2.2004], [-2.9548, 3.4594, 3.2937], [-3.9585, 2.2822, 2.4261], [-3.5937, 3.8381, 1.6745], [-0.8341, 1.7702, 3.8914], [-0.4799, 0.3494, 2.8691], [-2.1287, 0.6440, 3.4356], [-1.3505, -1.1871, 0.3180], [-0.8701, -2.1102, 1.5247], [-2.3284, -2.4418, 2.5387], [-3.4557, -1.6532, 2.3898], [-4.5427, -1.8486, 3.2334], [-4.4917, -2.8245, 4.2171], [-3.3543, -3.6118, 4.3569], [-2.2682, -3.4222, 3.5189], [-0.6024, -3.7419, 0.8663], [0.7082, -4.1834, 0.7741], [0.9589, -5.4155, 0.1857], [-0.0927, -6.1794, -0.2975], [-1.4052, -5.7246, -0.1937], [-1.6669, -4.4992, 0.3929], [-1.8449, -1.7314, -0.3845], [-3.4638, -0.8931, 1.6177], [-5.4291, -1.2372, 3.1196], [-5.3378, -2.9766, 4.8742], [-3.3150, -4.3775, 5.1203], [-1.3831, -4.0417, 3.6183], [1.5255, -3.5531, 1.1076], [1.9833, -5.7488, 0.0767], [0.1080, -7.1324, -0.7690], [-2.2217, -6.3255, -0.5715], [-2.6862, -4.1418, 0.4939]]
}